# 1
An isolated molecule of C5H8O, computed with the ωB97M-V functional and the def2-TZVPD basis.

Structure (XYZ):
```
14
Properties=species:S:1:pos:R:3:forces:R:3:lowdin_charge:R:1
H 1.735037 0.090955 1.473717 -0.1 -0.1 0.0 0.08
H -1.737574 -0.524402 0.231856 0.1 0.0 -0.1 0.11
C -0.282617 1.696959 -0.615651 0.2 0.1 0.3 -0.23
C 0.776881 -0.428804 1.383798 0.0 0.0 0.1 -0.07
H 0.217432 0.180398 -2.062881 0.0 0.0 0.1 0.14
O 0.331027 2.287424 0.242948 -0.3 -0.2 -0.4 0.05
C -0.061185 0.273392 -1.013431 0.2 0.1 0.0 -0.22
H -1.301467 -1.573923 -1.199907 0.0 0.1 0.1 0.10
C -0.984142 -0.806937 -0.500219 -0.2 -0.1 0.0 -0.08
H -1.083031 2.213141 -1.189392 0.1 0.0 0.0 0.12
H 1.106020 -1.512832 -0.495385 -0.1 0.1 0.0 0.13
H 0.013175 0.216388 1.825130 0.1 -0.1 -0.1 0.08
H 0.819211 -1.349610 1.974901 0.0 0.1 -0.1 0.08
C 0.451232 -0.762148 -0.055484 0.1 -0.1 0.0 -0.30
```
Positions in Å, forces in eV/Å.

For the total energy, the calculation gives -270.51065 a.u. Its SMILES is C[C@H]1C[C@H]1C=O. Its highest occupied orbital energy is -9.750 eV. Its energy relative to the best compared isomer or geometry (same formula, charge and spin) is 29.6 kcal/mol.

# 2
A structure of composition C35H37CoN5O2S2, computed with the ωB97M-V functional and the def2-TZVPD basis.

Structure (XYZ):
```
82
Properties=species:S:1:pos:R:3:forces:R:3:lowdin_spin:R:1
H -0.103564 0.579520 -0.985552 0.2 0.3 0.1 0.01
H -3.553240 2.788347 1.030477 0.0 0.0 0.0 0.00
C 0.775106 -2.329398 1.552990 -0.1 0.0 -0.1 0.01
C 2.258036 4.704269 0.503721 0.0 -0.1 -0.1 0.00
C -1.049292 0.369150 -4.263903 0.0 0.0 0.0 0.00
Co -0.727154 -0.073294 0.649173 0.1 -0.3 -0.1 2.69
H 2.485968 1.517924 -1.428943 0.0 0.0 0.0 0.00
C 4.059263 2.082662 1.617297 -0.1 0.0 -0.1 0.00
H 0.595252 -5.505045 -2.521063 0.0 0.0 0.0 0.00
H -2.106450 1.880192 0.643560 0.1 -0.3 -0.1 0.01
C -5.455889 -0.375583 1.002466 0.2 0.0 0.1 0.01
C -2.472556 -3.419771 -3.710064 0.1 0.0 0.1 0.00
C -0.004506 -2.875419 0.379523 -0.2 0.0 -0.3 0.01
H -3.255284 -3.850378 -4.323093 0.1 0.0 0.0 0.00
H 4.241309 2.959914 2.240582 0.0 0.0 0.0 0.00
H -3.077704 -1.398759 -4.027160 0.0 -0.1 0.1 0.00
C -2.392244 -2.059635 -3.503371 0.0 0.1 0.0 0.00
O -0.422714 -4.027382 0.459483 -0.2 0.1 0.0 0.00
C 1.291793 -0.355733 2.653448 0.0 0.1 -0.1 0.00
C -3.501738 -0.524593 2.489656 -0.1 0.0 0.2 0.11
H 2.525839 -2.981657 4.348851 0.0 0.0 0.0 0.00
N -0.137856 -1.947003 -0.604435 0.1 0.1 0.1 0.05
C 0.035595 5.262895 1.106505 0.0 0.0 0.0 0.00
O 1.560059 1.833665 3.496755 -0.1 0.0 -0.1 0.01
C -1.762681 2.998071 3.176084 0.0 0.0 0.0 0.01
C 2.960315 1.224615 -0.490482 0.0 0.1 0.0 0.00
H 2.066461 -3.436791 -0.819470 0.0 -0.1 -0.1 0.00
C 1.952071 -1.029824 3.662473 0.0 0.0 0.1 0.00
H -1.891610 0.046612 -4.874098 0.1 0.0 0.0 0.00
C -1.439371 -4.202599 -3.199881 0.1 0.0 0.0 0.00
H -2.803474 2.866977 3.489089 0.0 0.0 0.0 0.00
H -1.279486 2.022187 3.174450 -0.1 0.1 0.0 0.01
H 2.368081 -0.463692 4.485395 0.0 -0.1 0.0 0.00
C -0.674035 -2.367368 -1.826502 -0.1 0.0 0.0 0.01
H 3.569142 1.338606 2.241501 0.0 0.0 0.0 0.00
C 3.223759 2.451593 0.381902 -0.2 -0.1 0.2 0.00
C -4.025106 -0.451569 1.181937 -0.1 0.0 0.0 0.11
H -0.147486 -0.120035 -4.647302 -0.1 0.0 0.0 0.00
H 2.322599 0.490445 -0.002959 0.0 0.0 0.0 0.00
C -0.271474 3.920503 1.329924 0.0 0.0 0.0 0.00
C 1.294020 5.670026 0.709778 0.0 0.0 0.0 0.00
C 2.008148 3.344094 0.690933 0.0 0.0 0.0 0.00
H 3.866032 3.097145 -0.219098 0.1 0.1 0.0 0.00
H -0.933705 1.450934 -4.385579 0.0 -0.1 0.0 0.00
H -2.439990 3.361811 -0.232334 0.0 0.0 0.0 0.00
C 1.650103 -3.937292 -3.527924 0.0 0.0 0.0 0.00
C -0.481244 -3.689341 -2.337792 0.1 0.0 0.0 0.00
C -2.501369 2.880961 0.747429 0.0 0.3 0.1 0.02
H -1.341881 -5.238311 -3.518403 0.0 0.1 0.0 0.00
H 1.520335 6.720108 0.560807 0.0 -0.1 0.0 0.00
S -3.095123 -0.492871 -0.209986 0.0 0.1 0.0 0.34
C -0.021057 0.600950 -2.061190 -0.2 -0.2 -0.4 0.02
C 2.016029 -2.417798 3.578092 0.0 0.1 -0.1 0.00
H -2.138216 0.546374 -2.435217 0.0 0.0 0.0 0.00
H -2.174365 4.628820 1.879554 0.0 0.1 0.0 0.00
H 1.393086 -4.167189 2.445297 0.0 0.1 0.0 0.00
H -0.738999 6.004686 1.272211 0.0 0.0 0.0 0.00
S -1.865345 -0.591916 2.819504 -0.1 0.0 0.1 0.37
C -4.404612 -0.572885 3.615478 0.0 0.0 -0.2 0.01
C 0.851854 -4.462522 -2.315468 0.0 0.2 0.1 0.00
H 1.052707 -3.969308 -4.441272 0.0 0.0 0.0 0.00
H 0.129704 1.646065 -2.337383 0.0 0.0 0.0 0.00
H 2.560014 -4.528651 -3.678897 -0.1 0.1 0.0 0.00
H 3.913580 0.741742 -0.733349 -0.1 0.0 0.0 0.00
N 0.507848 1.547741 1.436604 -0.2 -0.1 0.1 0.05
C -1.697130 3.651905 1.794238 0.1 -0.3 0.0 0.00
H 1.942184 -2.895819 -3.352284 0.0 -0.1 0.0 0.00
N 0.770435 -1.011758 1.631617 -0.1 0.0 0.3 0.05
C 1.796496 -4.456771 -1.108530 0.0 -0.1 -0.1 0.00
N -6.592820 -0.292267 0.848897 0.0 0.0 0.0 0.03
N -5.118397 -0.619183 4.516886 0.1 0.0 -0.1 0.03
C -1.441491 -1.493805 -2.642664 0.0 0.0 0.1 0.00
C 1.107902 1.144765 2.582258 0.1 0.2 -0.1 0.01
C 0.723189 2.933918 1.138619 0.2 0.1 0.1 0.00
H 0.872794 0.024988 -2.301390 0.0 0.0 0.0 0.00
C 1.406155 -3.087066 2.521385 0.1 -0.1 0.1 0.00
H 1.365336 -4.961756 -0.250286 0.1 0.0 -0.1 0.00
H 2.717633 -4.976952 -1.389296 0.0 0.1 0.0 0.00
C -1.236195 0.025372 -2.776702 -0.1 -0.1 0.0 0.00
H -1.253050 3.616842 3.918628 0.0 0.0 0.0 0.00
H 3.250005 5.006936 0.182178 0.0 0.0 0.0 0.00
H 5.023664 1.674661 1.295692 -0.1 0.0 0.0 0.00
```
Positions in Å, forces in eV/Å.

For the total energy, the calculation gives -3959.41659 a.u. Its highest occupied orbital energy (alpha / beta) is -4.999 / -4.988 eV. The multiplicity is 5. As for the charge: -1.

# 3
A cluster of 2 separate species, C3H8N2O2 in total, computed with the ωB97M-V functional and the def2-TZVPD basis.

Structure (XYZ):
```
15
Properties=species:S:1:pos:R:3:forces:R:3:lowdin_charge:R:1
H 1.237074 0.962529 1.660275 -0.1 -0.4 -0.1 0.12
C -1.241131 0.571574 -0.471414 1.6 1.3 0.2 -0.33
H -0.997721 2.271675 0.320250 0.0 -0.4 0.2 0.04
N -1.554453 1.414931 0.452030 0.2 -0.4 -1.4 0.06
O 1.562056 1.157389 -0.796356 0.6 -2.3 1.4 0.02
H -0.281423 0.782242 -1.146654 -2.6 -0.5 1.0 0.12
N 1.625778 0.126220 1.242224 -1.0 0.8 0.9 0.19
H 2.068775 -1.758417 -0.184258 0.2 0.3 0.1 0.12
O 2.395654 -0.925158 -0.554943 -0.2 -1.2 -1.4 0.11
C -1.925927 -0.758355 -0.539222 0.0 0.2 -0.3 -0.10
C 1.754042 0.149627 -0.096524 1.1 2.8 -0.6 -0.67
H -1.322906 -1.495891 -0.001579 -0.1 -0.1 -0.1 0.06
H -2.012848 -1.074458 -1.582046 0.0 -0.1 0.1 0.07
H 1.614925 -0.717940 1.790353 0.2 0.1 -0.1 0.11
H -2.921897 -0.705967 -0.092138 0.2 0.0 0.0 0.07
```
Positions in Å, forces in eV/Å.

For the total energy, the calculation gives -379.08691 a.u. Its SMILES is [H]/N=C/C.NC(=O)O. Its highest occupied orbital energy is -9.538 eV. Its energy relative to the best compared isomer or geometry (same formula, charge and spin) is 33.9 kcal/mol.